Molecular formula: C3H10BNOP2
Method: DFT, ωB97M-V with the def2-TZVPD basis set

Calculated values
- Expectation value of S²: 2.01
- HOMO energy (alpha / beta): -4.8 / -8.8 eV
- Charge: 0
- Multiplicity: 3
- HOMO-LUMO gap (alpha / beta): 5.36 / 5.49 eV

Each line ends with the Löwdin charge.
Geometry (Å):
B (-1.51588, -0.27985, 0.16575)  -0.422
C (0.96907, -0.35996, -0.34496)  -0.746
C (0.50147, 0.81868, 0.49483)  -0.561
C (-3.05218, -0.51502, 0.24732)  0.000
N (-0.18546, -1.23706, -0.42605)  0.004
O (-0.91811, 0.79829, 0.68295)  0.041
P (2.21552, -1.42828, 0.41652)  0.842
P (1.23068, 2.50998, -0.20956)  0.783
H (1.26014, -0.02668, -1.30340)  0.065
H (1.05303, 0.71681, 1.53072)  0.127
H (-3.76041, 0.09961, -0.21855)  0.029
H (-3.40096, -0.32750, 1.33752)  0.098
H (-3.26514, -1.64717, 0.09246)  0.094
H (-0.34515, -1.84344, -1.20477)  0.069
H (3.35410, -1.17975, -0.32680)  -0.138
H (2.03098, -2.45047, -0.55339)  -0.093
H (2.53192, 2.17178, 0.53501)  -0.077
H (0.65372, 3.23263, 0.83809)  -0.113